No. 1
{
  "formula": "C4H5F3O",
  "method": "ωB97M-V with the def2-TZVPD basis set",
  "symbols": ["H", "O", "C", "H", "H", "F", "H", "F", "C", "C", "H", "C", "F"],
  "coordinates": [[-1.866, 1.919, -0.730], [1.465, -2.515, -0.701], [1.311, -1.212, -0.228], [2.216, -2.930, -0.131], [-0.422, -1.012, -1.569], [0.935, -1.110, 1.082], [0.986, 0.349, -1.841], [-2.608, 2.946, 1.518], [0.472, -0.446, -1.183], [-1.763, 1.913, 1.390], [-1.802, 1.363, 2.348], [-1.503, 1.476, 0.169], [2.579, -0.740, -0.125]],
  "lowdin_spin": [0.06, 0.04, 0.09, 0.01, 0.03, 0.03, 0.03, 0.04, 0.78, 0.07, 0.01, 0.81, 0.01],
  "homo_ev": [-9.348, -9.964],
  "homo_lumo_gap_ev": [10.2, 8.1],
  "s_squared": 2.02,
  "multiplicity": 3
}

***

No. 2
{
  "formula": "C33H23F2MnN3O5S",
  "method": "ωB97M-V with the def2-TZVPD basis set",
  "symbols": ["H", "F", "C", "H", "C", "C", "C", "Mn", "N", "C", "C", "H", "H", "H", "C", "C", "H", "C", "H", "C", "H", "C", "C", "H", "O", "C", "C", "C", "C", "H", "C", "C", "C", "C", "C", "C", "H", "N", "C", "C", "O", "O", "C", "H", "H", "H", "C", "C", "H", "H", "C", "H", "H", "C", "O", "H", "H", "C", "H", "C", "S", "C", "H", "O", "F", "H", "N", "C"],
  "coordinates": [[-4.970, 4.867, -2.466], [-3.165, -4.447, 0.403], [-1.965, -2.292, -1.184], [5.632, -1.934, -2.600], [-1.433, 2.294, 2.677], [-0.680, -1.798, 0.844], [-2.372, -1.490, -3.793], [-0.061, -0.200, -0.409], [-1.462, -1.124, -1.625], [-2.206, -3.654, 0.951], [2.725, -0.994, -1.126], [-0.006, 3.078, -4.655], [0.417, -1.459, 2.682], [-3.986, 3.443, -1.771], [4.676, -0.287, 0.188], [-1.858, -3.936, 2.255], [-2.007, 2.288, -0.964], [-2.883, -2.697, -3.363], [-2.321, -4.747, 2.798], [2.023, -1.809, -3.893], [1.877, -0.728, -3.912], [3.288, -0.331, -0.014], [3.632, -1.535, -2.083], [-3.073, -4.048, -1.706], [-1.262, 1.102, 0.632], [5.528, -0.875, -0.713], [-2.685, -3.106, -2.055], [-1.654, -0.731, -2.887], [-1.637, -2.617, 0.228], [-2.503, -1.132, -4.805], [-3.114, 3.407, -2.420], [-2.002, 2.734, -1.952], [-2.751, 2.605, 2.378], [-0.898, -3.121, 2.825], [-1.648, 3.437, 4.783], [-0.312, -2.068, 2.158], [6.599, -0.851, -0.565], [0.611, 1.266, 1.962], [2.455, 0.352, 0.959], [-0.644, 1.497, 1.675], [3.247, -2.162, -3.238], [1.441, -1.133, -1.257], [4.987, -1.487, -1.852], [0.149, 2.459, 4.098], [1.166, -2.270, -3.411], [5.063, 0.221, 1.065], [-2.969, 3.750, 4.482], [-0.882, 3.175, -4.025], [-3.435, -3.333, -4.044], [2.954, 0.828, 1.804], [-1.998, 3.843, -4.487], [-1.200, 0.209, -3.157], [-3.567, 4.316, 5.186], [-4.294, 4.726, -4.244], [-4.441, 5.011, -5.402], [-1.214, 3.760, 5.722], [2.132, -2.190, -4.908], [-3.134, 3.982, -3.691], [-3.159, 2.264, 1.436], [-0.839, 2.601, -2.739], [0.560, 1.736, -2.171], [-3.519, 3.335, 3.278], [-2.013, 4.275, -5.480], [-5.264, 5.091, -3.357], [-0.543, -3.382, 4.104], [-4.547, 3.576, 3.038], [1.190, 0.511, 0.916], [-0.881, 2.712, 3.882]],
  "lowdin_spin": [0.00, 0.00, 0.01, 0.00, 0.00, -0.09, 0.00, 3.87, -0.01, 0.00, 0.02, 0.00, 0.00, 0.00, 0.01, 0.01, 0.00, 0.01, 0.00, 0.00, 0.00, 0.01, 0.00, 0.00, 0.07, 0.00, 0.00, 0.01, 0.00, 0.00, 0.00, 0.00, 0.00, 0.00, 0.00, 0.00, 0.00, 0.00, 0.03, 0.01, 0.00, 0.10, 0.01, 0.00, 0.00, 0.00, 0.00, 0.00, 0.00, 0.00, 0.00, 0.00, 0.00, 0.00, 0.00, 0.00, 0.00, 0.00, 0.00, 0.00, 0.00, 0.00, 0.00, 0.00, 0.00, 0.00, -0.03, 0.00],
  "homo_ev": [-4.644, -4.794],
  "homo_lumo_gap_ev": [6.7, 6.9],
  "charge": -1,
  "s_squared": 6.10,
  "multiplicity": 5
}

***

No. 3
{
  "formula": "C3H11N5",
  "method": "ωB97M-V with the def2-TZVPD basis set",
  "symbols": ["N", "C", "H", "N", "N", "H", "H", "H", "H", "H", "N", "H", "C", "H", "H", "C", "H", "N", "H"],
  "coordinates": [[2.965, -0.226, 0.043], [-1.752, -1.402, 0.284], [-0.602, 2.949, -0.294], [3.696, -1.322, 0.002], [-0.203, 0.832, -0.022], [4.681, -1.248, -0.195], [-1.776, 1.642, -0.924], [-3.729, -1.448, 0.517], [-1.576, -0.992, 1.300], [-0.844, -1.219, -0.347], [1.739, -0.287, -0.079], [-1.624, 2.176, 0.901], [-1.039, 1.993, -0.072], [3.284, -2.160, -0.264], [1.864, 1.698, 0.121], [1.079, 0.910, -0.048], [-3.446, -1.998, -1.004], [-2.938, -1.575, -0.201], [3.529, 0.555, 0.433]],
  "nbo_charge": [0.05, 0.15, 0.24, -0.50, -0.34, 0.44, 0.24, 0.44, 0.24, 0.26, -0.11, 0.26, -0.47, 0.43, 0.17, 0.19, 0.49, -0.62, 0.43],
  "homo_ev": -17.894,
  "homo_lumo_gap_ev": 8.6,
  "charge": 2
}

***

No. 4
{
  "formula": "C33H23BrN5O5RuTe",
  "method": "ωB97M-V with the def2-TZVPD basis set",
  "symbols": ["C", "H", "C", "C", "C", "C", "C", "O", "O", "N", "O", "N", "C", "H", "C", "C", "Br", "O", "C", "C", "H", "C", "H", "C", "H", "H", "C", "H", "H", "C", "Te", "C", "H", "C", "H", "H", "C", "H", "C", "C", "C", "H", "H", "H", "H", "C", "H", "C", "C", "H", "C", "C", "C", "C", "O", "H", "C", "C", "C", "H", "N", "Ru", "N", "C", "H", "H", "C", "H", "N"],
  "coordinates": [[-0.830, -1.606, -3.345], [-2.754, -0.191, 2.687], [1.480, -2.980, -3.494], [-0.820, 3.388, 2.747], [-3.339, -2.078, 3.527], [-0.882, -3.306, 1.294], [-0.822, 2.327, 1.856], [-1.309, -0.664, -2.672], [0.623, 1.475, -2.661], [2.385, -1.747, -1.934], [0.207, -4.103, -5.188], [1.503, 0.776, 0.030], [1.475, 3.461, -3.522], [1.960, -2.465, 4.191], [-4.571, -3.539, 2.076], [2.844, 4.026, -1.190], [3.957, 6.488, -2.112], [2.248, -4.822, -4.728], [-3.843, -1.376, 1.266], [-3.275, -1.127, 2.516], [3.555, -3.319, -2.764], [2.232, 4.630, -3.446], [3.502, -0.539, 3.991], [2.658, 0.177, 2.153], [-1.644, -2.466, -0.528], [-5.070, -4.484, 1.893], [-1.048, 4.689, 2.307], [-1.425, 4.030, -1.012], [-2.871, -1.875, 4.483], [2.903, 4.887, -2.258], [-3.612, 0.003, -0.313], [0.005, -3.136, 2.380], [-1.044, 5.516, 3.008], [2.115, 1.987, -0.108], [-1.431, 5.922, 0.590], [-1.545, -4.163, 1.249], [0.589, -1.987, -3.023], [2.984, -1.330, -1.238], [2.620, -2.784, -2.748], [-4.483, -2.599, 1.056], [-1.274, 3.862, 0.048], [3.383, 4.255, -0.279], [-4.895, -2.823, 0.078], [3.365, 0.992, 2.073], [-0.473, -3.380, -4.886], [-3.993, -3.285, 3.314], [-4.035, -4.030, 4.100], [2.094, 2.818, -1.248], [-0.945, -2.370, 0.295], [0.048, -3.852, 3.192], [1.677, -0.013, 1.172], [2.740, -0.703, 3.235], [0.791, -1.101, 1.298], [1.369, 2.536, -2.473], [-1.415, -2.238, -4.247], [-0.626, 1.312, 2.187], [-1.273, 4.912, 0.950], [-1.047, 2.541, 0.480], [1.882, -1.780, 3.351], [2.646, 2.377, 0.754], [-0.181, -1.235, 0.303], [-0.003, 0.192, -1.163], [-1.038, 1.504, -0.393], [0.893, -2.016, 2.369], [2.289, 5.319, -4.278], [-0.633, 3.198, 3.799], [1.332, -4.054, -4.521], [0.919, 3.233, -4.425], [1.175, -1.266, -2.101]],
  "lowdin_spin": [0.00, 0.00, 0.00, 0.00, 0.00, 0.08, 0.07, 0.02, 0.08, 0.00, 0.00, 0.16, 0.02, 0.00, 0.00, 0.11, 0.00, 0.00, 0.07, 0.03, 0.00, 0.13, 0.00, 0.08, 0.01, 0.00, 0.06, 0.00, 0.00, 0.00, 0.68, 0.27, 0.00, 0.29, 0.00, 0.00, 0.01, 0.00, 0.01, 0.04, 0.07, 0.00, 0.00, 0.01, 0.00, 0.02, 0.00, 0.02, 0.15, 0.02, 0.05, 0.03, 0.07, 0.07, 0.00, 0.00, 0.00, 0.09, 0.08, 0.02, 0.22, 1.01, 0.79, 0.03, 0.01, 0.00, 0.00, 0.00, 0.01],
  "homo_ev": [0.378, -1.994],
  "homo_lumo_gap_ev": [3.7, 5.5],
  "charge": -2,
  "s_squared": 8.83,
  "multiplicity": 6
}

***

No. 5
{
  "formula": "C23H21ClN2O2S",
  "method": "ωB97M-V with the def2-TZVPD basis set",
  "symbols": ["C", "C", "H", "H", "C", "C", "C", "H", "N", "H", "H", "C", "H", "C", "H", "S", "H", "H", "C", "C", "C", "H", "C", "H", "N", "C", "C", "C", "O", "C", "H", "H", "C", "C", "O", "C", "Cl", "C", "H", "H", "H", "H", "H", "C", "H", "C", "H", "H", "C", "C"],
  "coordinates": [[1.157, 0.299, -1.376], [-0.115, 0.023, 4.787], [0.588, -4.620, -6.171], [3.392, -0.765, -2.801], [3.229, -1.956, -4.571], [1.049, -2.838, -5.082], [0.151, -3.643, -5.971], [-2.251, 0.007, 2.170], [0.620, 0.506, -0.145], [-1.148, 0.605, 7.761], [-0.346, 2.966, 2.715], [-1.689, 2.306, -0.309], [-0.082, -1.265, -1.747], [1.051, -0.441, 2.739], [1.217, 1.800, 1.392], [2.140, 1.422, -2.093], [4.277, -1.863, -4.810], [0.315, -1.497, 0.314], [-3.302, 3.307, 1.140], [-0.732, 2.361, 0.699], [2.399, -2.698, -5.390], [-1.422, 1.903, -1.275], [1.386, -1.445, -3.133], [1.986, -0.327, 4.668], [0.822, -0.878, -1.983], [-1.313, 0.110, 4.084], [-1.081, 2.911, 1.926], [-2.972, 2.772, -0.096], [-1.249, 0.489, 6.804], [0.557, -2.209, -3.951], [-1.187, -0.538, 0.180], [-2.228, 0.323, 4.613], [2.736, -1.334, -3.438], [1.068, -0.257, 4.105], [0.951, 0.145, 6.912], [-1.321, -0.069, 2.714], [-4.909, 3.881, 1.420], [-0.146, -0.528, 0.536], [2.795, -3.178, -6.272], [1.967, -0.659, 2.209], [-3.712, 2.726, -0.880], [-2.625, 3.813, 3.106], [0.018, -3.137, -6.926], [-0.056, 0.217, 6.253], [-0.827, -3.784, -5.517], [-0.143, -0.339, 2.030], [1.187, 2.471, -0.249], [-0.492, -2.308, -3.699], [-2.359, 3.387, 2.151], [0.650, 1.825, 0.457]],
  "nbo_charge": [0.31, -0.18, 0.22, 0.24, -0.18, -0.02, -0.63, 0.22, -0.42, 0.50, 0.22, -0.15, 0.40, -0.25, 0.21, -0.24, 0.21, 0.23, -0.04, -0.05, -0.23, 0.21, 0.15, 0.24, -0.61, -0.16, -0.18, -0.25, -0.69, -0.21, 0.20, 0.24, -0.23, -0.15, -0.59, -0.24, 0.01, -0.27, 0.21, 0.22, 0.23, 0.23, 0.22, 0.78, 0.21, 0.09, 0.28, 0.19, -0.23, -0.27],
  "homo_ev": -8.017,
  "homo_lumo_gap_ev": 8.0,
  "smiles": "Cc1cccc(NC(=S)N(Cc2ccc(Cl)cc2)Cc2ccc(C(=O)O)cc2)c1"
}

***

No. 6
{
  "formula": "C3H6BrN2O",
  "method": "ωB97M-V with the def2-TZVPD basis set",
  "symbols": ["H", "H", "H", "O", "H", "H", "N", "H", "C", "C", "C", "N", "Br"],
  "coordinates": [[1.768, -2.004, 0.240], [1.295, 2.076, 0.312], [-2.404, -0.639, -0.073], [4.340, -0.411, 0.776], [-1.891, -0.329, -1.858], [2.962, 1.652, -0.249], [1.536, 0.009, 0.257], [-0.599, -0.478, -0.479], [-1.700, -0.560, -0.838], [3.635, -1.237, 0.458], [1.983, 1.168, 0.011], [2.295, -1.149, 0.350], [4.121, -3.279, 0.233]],
  "nbo_charge": [0.42, 0.20, 0.20, -0.47, 0.21, 0.23, -0.29, 0.25, 0.25, 0.71, -0.08, -0.49, -0.13],
  "homo_ev": [-13.293, -13.149],
  "homo_lumo_gap_ev": [3.9, 3.3],
  "charge": 1
}

***

no.,total energy (Eh)
1,-530.041570
2,-3560.873277
3,-393.898560
4,-4858.310068
5,-2007.474211
6,-2876.181369